14
Properties=species:S:1:pos:R:3:forces:R:3:nbo_charge:R:1 method="wB97M-V/def2-TZVPD" gap_ev="7.54 / 7.64" e_above_lowest_ev=4.2197 largest_force_ev_per_a=0.49 e_tot_ev=-8831.9831 e_lumo_ev="-1.07 / -0.94" homo_ev="-8.613 / -8.586"
O 0.49431 -0.64350 -1.85350 -0.22 -0.07 0.43 -0.585
N -0.13041 2.24146 1.30871 0.09 0.01 0.04 -0.778
C -0.02211 1.44910 0.19945 -0.03 0.10 -0.15 0.066
C -0.39143 0.10524 0.22630 0.03 0.02 0.01 -0.385
C -0.00773 -2.34273 -0.27597 -0.01 -0.06 0.04 -0.699
C 0.05084 -0.89354 -0.73529 0.16 0.00 -0.28 0.527
C 0.09577 1.99008 -1.08758 0.05 -0.27 0.25 -0.029
H 0.15352 3.20532 1.22632 -0.07 -0.11 0.02 0.397
H 1.01103 -2.74423 -0.27077 -0.14 0.07 -0.01 0.240
H -0.58113 -2.91865 -1.00869 0.08 0.09 0.10 0.238
H -0.01687 1.80839 2.21165 -0.02 0.05 -0.13 0.394
H 0.80729 1.43986 -1.71575 -0.06 0.06 0.03 0.191
H -1.01442 -0.22147 1.05894 0.09 0.04 -0.16 0.215
H -0.44865 -2.47532 0.71616 0.07 0.06 -0.17 0.209